[1]
{"formula": "C8H20N2", "method": "the ωB97M-V functional and the def2-TZVPD basis", "elements": ["C", "C", "C", "C", "C", "C", "C", "C", "N", "N", "H", "H", "H", "H", "H", "H", "H", "H", "H", "H", "H", "H", "H", "H", "H", "H", "H", "H", "H", "H"], "positions_angstrom": [[0.43252, 0.21761, -0.30746], [0.49761, -0.80423, 0.77896], [-2.00574, 1.70175, -0.16927], [-2.19112, -0.40314, -1.22757], [0.94195, 1.62834, -0.03416], [0.78080, -0.20241, -1.73131], [0.13938, -0.38058, 2.19502], [2.35093, -0.82966, 0.71711], [-1.48552, 0.35442, -0.21997], [0.02553, -2.10453, 0.50781], [-0.08768, -2.69856, 1.31777], [0.04291, -2.40932, -0.45470], [-1.62136, 2.24266, 0.70207], [-1.77274, 2.29280, -1.07529], [-3.27989, -0.40851, -1.05024], [-2.04585, -0.00671, -2.25220], [-1.89992, -1.45931, -1.23511], [-3.10284, 1.71677, -0.05500], [0.48387, 2.32449, -0.74251], [2.01999, 1.70579, -0.20180], [0.72631, 1.97978, 0.97404], [0.67558, -1.27080, -1.92779], [1.80422, 0.08453, -1.98769], [0.12578, 0.31030, -2.44162], [0.45729, -1.14521, 2.91076], [-0.94419, -0.26075, 2.26797], [0.62339, 0.55075, 2.48491], [3.00387, -0.12520, 0.20397], [2.72875, -0.78521, 1.74026], [2.57615, -1.81584, 0.31302]], "atomic_forces_ev_per_a": [[-4.47, 0.62, -0.42], [4.54, 0.36, -0.03], [0.31, 0.26, -0.03], [0.26, -0.15, -0.44], [-0.13, -0.14, -0.02], [-0.17, -0.03, 0.09], [-0.23, 0.05, -0.24], [-1.02, -0.96, 1.03], [1.53, -0.13, 0.14], [-0.30, 1.01, -0.06], [0.07, -0.17, -0.79], [-0.01, -0.50, 0.70], [0.09, -0.04, -0.15], [-0.10, 0.10, 0.04], [0.28, 0.23, 0.15], [-0.09, -0.07, 0.00], [0.13, 0.21, 0.07], [0.25, -0.29, -0.12], [-0.06, -0.14, 0.09], [-0.13, -0.17, 0.09], [-0.02, -0.05, -0.09], [0.02, 0.07, 0.07], [-0.02, -0.08, 0.16], [0.05, 0.03, 0.14], [0.04, 0.01, -0.13], [0.09, 0.01, -0.03], [0.00, -0.07, -0.05], [-0.66, 0.39, -0.43], [-0.22, -0.25, 0.21], [-0.04, -0.08, 0.04]], "e_tot_ha": -426.208054, "e_above_lowest_kcal_mol": 72.69}

---

[2]
{"formula": "C2H11NO3", "method": "the ωB97M-V functional and the def2-TZVPD basis", "elements": ["C", "C", "N", "H", "H", "H", "H", "H", "H", "H", "O", "H", "H", "O", "H", "H", "O"], "positions_angstrom": [[-0.32095, 2.30837, -0.37330], [0.76938, 0.14464, 0.05081], [0.28713, 0.96823, -0.71692], [0.34991, 3.21245, -0.32727], [-0.77986, 1.97421, 0.50531], [-1.16621, 2.59538, -0.96105], [1.08286, -0.82654, -0.31839], [0.84740, 0.20713, 1.08886], [0.08368, 0.57390, -2.80994], [-0.56550, -0.65033, -3.57865], [0.26496, -0.13792, -3.42070], [-2.70100, -0.09578, -1.39658], [-4.02198, -0.49899, -0.62477], [-3.45249, -0.63454, -1.44115], [3.62448, -1.86366, 5.86432], [2.76475, -2.54263, 4.59338], [2.66015, -2.17514, 5.47662]], "atomic_forces_ev_per_a": [[1.45, -1.19, 0.53], [0.29, -1.45, 0.13], [-1.01, 2.93, -3.68], [-0.32, -1.39, 0.27], [-0.65, 0.99, 2.36], [-0.17, -0.28, -1.28], [0.14, -0.05, -0.47], [0.11, 0.69, 2.16], [-0.23, 0.08, 0.69], [1.03, 0.91, 0.37], [-0.71, -1.24, -1.09], [1.59, 1.32, 0.47], [1.43, -0.05, -1.58], [-2.96, -1.27, 1.11], [-3.74, -1.42, -1.99], [0.53, 0.10, 0.10], [3.21, 1.32, 1.88]], "smiles": "C=NC.O.O.O", "e_tot_ha": -363.182823, "e_above_lowest_kcal_mol": 57.46}

---

[3]
{"formula": "C15H46INO16P5", "method": "the ωB97M-V functional and the def2-TZVPD basis", "elements": ["C", "C", "C", "N", "P", "I", "H", "H", "H", "H", "H", "H", "H", "H", "H", "H", "C", "O", "P", "O", "O", "C", "O", "C", "H", "H", "H", "H", "H", "H", "H", "H", "H", "C", "O", "P", "O", "O", "C", "O", "C", "H", "H", "H", "H", "H", "H", "H", "H", "H", "C", "O", "P", "O", "O", "C", "O", "C", "H", "H", "H", "H", "H", "H", "H", "H", "H", "C", "O", "P", "O", "O", "C", "O", "C", "H", "H", "H", "H", "H", "H", "H", "H", "H"], "positions_angstrom": [[-2.54044, -0.66210, 3.08202], [-2.74935, -2.19645, 3.49864], [-1.51946, -3.16410, 3.21870], [-3.81820, -2.48162, 4.14359], [-5.06642, -3.49172, 3.36805], [-4.35170, -3.06248, 0.99356], [-3.47125, -0.37748, 2.51086], [-2.55276, -0.05438, 4.02426], [-1.64986, -0.50146, 2.42495], [-0.90746, -3.11354, 4.17582], [-1.82350, -4.23577, 3.09643], [-0.83181, -2.77945, 2.41623], [-5.90099, -2.29939, 3.30364], [-6.17563, -4.21517, 2.79950], [-4.23817, -4.69521, 3.36052], [-5.58696, -3.82975, 4.69048], [0.25775, 3.02653, 4.87724], [1.09891, 2.63395, 3.80311], [1.73482, 1.04379, 3.78973], [0.38747, 0.35153, 3.89412], [2.41715, 1.26898, 5.27791], [3.27420, 2.38866, 5.51515], [2.57570, -0.44667, 3.63243], [3.92681, -0.36282, 3.17998], [-0.65484, 3.44886, 4.45460], [0.00442, 2.20019, 5.53874], [0.76613, 3.80335, 5.45433], [2.90168, 2.91575, 6.39486], [3.29961, 3.08400, 4.67464], [4.28880, 2.04308, 5.72128], [4.55354, 0.10932, 3.94028], [3.97990, 0.20952, 2.25164], [4.29512, -1.37253, 2.99644], [-0.02467, -2.83754, -5.51801], [-1.01345, -2.03871, -4.88608], [-0.63488, -1.25546, -3.40283], [0.59751, -0.53664, -3.92793], [-0.22630, -2.68646, -2.69230], [-1.14850, -3.77950, -2.70642], [-0.57547, -0.46930, -1.88203], [-1.76220, -0.58663, -1.07927], [0.05999, -2.51283, -6.55642], [0.94701, -2.76872, -5.03339], [-0.35678, -3.87798, -5.50510], [-0.64024, -4.65536, -3.11163], [-2.02994, -3.57348, -3.31650], [-1.46508, -4.00055, -1.68531], [-1.89405, -1.61831, -0.74411], [-2.63865, -0.26920, -1.64741], [-1.65734, 0.05490, -0.20497], [7.21387, 4.76531, 3.93552], [6.51678, 4.48713, 2.72905], [6.53529, 2.89185, 2.11297], [6.02788, 2.29754, 3.41949], [8.18704, 2.91579, 2.10211], [8.88010, 3.92911, 1.37610], [6.57292, 1.33492, 1.39081], [6.70917, 1.31291, -0.03505], [6.52722, 5.27637, 4.61149], [7.59986, 3.86875, 4.41681], [8.04594, 5.43692, 3.71185], [9.58867, 4.41306, 2.04843], [8.20644, 4.68797, 0.97368], [9.43563, 3.47177, 0.55464], [7.70214, 1.66657, -0.32782], [5.94332, 1.93460, -0.50321], [6.58717, 0.28646, -0.37913], [-3.22436, -0.59621, -6.00950], [-4.35063, -0.35971, -5.16645], [-5.87447, -0.98983, -5.62104], [-5.41365, -2.43090, -5.74868], [-5.82021, -0.21218, -7.07985], [-5.58399, 1.19185, -7.12749], [-7.52342, -1.39128, -5.89056], [-8.46915, -0.37167, -5.55873], [-2.41842, -1.00644, -5.38921], [-3.44205, -1.28339, -6.82538], [-2.89209, 0.35881, -6.42702], [-4.74873, 1.37947, -7.80251], [-5.34062, 1.60669, -6.14739], [-6.46999, 1.69648, -7.52005], [-8.37705, 0.47258, -6.24897], [-8.31804, -0.02743, -4.53307], [-9.47275, -0.78754, -5.64587]], "atomic_forces_ev_per_a": [[-0.46, -0.83, 0.20], [0.43, 0.97, 0.54], [-0.15, 0.54, 0.62], [1.44, 0.88, -1.75], [-1.99, -1.64, 4.05], [0.68, 0.39, -2.68], [0.90, -0.43, 0.56], [0.40, -0.40, -0.91], [-0.57, 0.06, 0.88], [-0.70, -0.02, -0.96], [0.14, 1.01, -0.12], [-0.88, -0.53, 0.54], [0.70, -0.18, -0.22], [0.15, -0.24, -0.41], [-0.14, 0.43, -0.34], [0.02, 0.04, -0.15], [0.06, -0.01, 0.54], [2.21, -0.20, -2.88], [-5.78, -2.91, 6.50], [1.48, 0.70, -1.08], [0.92, 0.40, -0.90], [0.06, 0.07, 0.34], [0.64, 2.39, -2.28], [0.44, -0.10, 0.18], [0.07, -0.13, -0.12], [-0.01, -0.06, -0.15], [0.01, 0.00, 0.01], [-0.01, 0.02, 0.00], [-0.01, -0.05, 0.08], [-0.07, -0.05, -0.11], [0.07, 0.05, -0.14], [0.25, -0.14, 0.00], [-0.15, 0.02, 0.02], [0.32, -0.46, 0.23], [-2.33, 1.24, 1.26], [9.08, -1.46, -0.04], [-1.81, 0.01, 0.22], [-1.20, 0.44, -0.14], [-0.11, -0.41, 0.20], [-2.99, 0.04, -2.04], [-0.27, -0.25, 0.55], [-0.06, 0.14, 0.10], [-0.05, 0.15, 0.01], [-0.02, 0.01, 0.01], [0.02, 0.02, -0.01], [0.08, -0.05, 0.03], [0.00, 0.08, -0.05], [-0.11, 0.08, 0.06], [-0.04, 0.03, 0.22], [0.10, -0.05, -0.09], [0.61, -0.06, 0.17], [-1.92, 0.39, -3.26], [3.54, -2.99, 8.58], [-0.79, 0.37, -1.47], [-0.28, 0.28, -1.38], [0.29, 0.07, -0.03], [-1.55, 2.36, -2.16], [0.24, -0.20, -0.28], [-0.11, -0.09, -0.14], [-0.14, -0.02, -0.07], [0.00, 0.01, 0.01], [0.00, 0.00, -0.01], [0.07, 0.00, 0.09], [-0.04, -0.01, 0.04], [-0.02, 0.00, -0.04], [0.03, -0.19, -0.15], [-0.02, 0.05, 0.13], [0.21, 0.31, -0.47], [-2.77, 1.12, 2.47], [3.88, -5.66, -6.04], [-0.88, 1.46, 0.95], [-0.58, 0.71, 0.84], [0.04, 0.16, -0.22], [0.67, 2.07, 2.67], [-0.26, 0.16, -0.15], [-0.74, 0.20, -0.47], [-0.08, -0.09, 0.15], [-0.06, 0.02, -0.02], [0.00, 0.02, 0.01], [0.06, -0.02, -0.09], [0.01, -0.04, 0.01], [-0.04, 0.03, 0.03], [-0.24, 0.03, -0.04], [0.12, -0.06, -0.01]], "charge": -1, "e_tot_ha": -3861.776392}